The following is a DFT calculation (ωB97M-V/def2-TZVPD) of a molecular structure, C6H7IO4S in a non-equilibrium geometry.

The geometry in XYZ format:
```
19
Properties=species:S:1:pos:R:3
C -0.63255 1.15572 0.00717
C 0.08235 -1.39219 0.04663
C -0.21217 -0.02129 0.89130
C 0.77987 1.51467 -0.55822
C 1.24916 -0.91933 -0.75057
C 1.68973 0.54830 0.20000
O 1.82073 -0.30233 -3.21895
O -0.58105 -0.48877 -2.58335
O 1.06071 0.36907 1.33707
O 0.79877 1.40691 -1.97180
S 0.77427 -0.16003 -2.26995
I 3.76049 0.97575 0.25307
H -1.14653 0.94616 -0.88129
H -0.96736 2.03759 0.58722
H 0.08926 -2.41685 0.56250
H -0.73998 -1.78498 -0.61424
H -1.02710 -0.13521 1.68563
H 0.95425 2.54435 -0.27898
H 2.14944 -1.50315 -0.87468
```

The value obtained for the HOMO energy is -9.9 eV.